Entry 1:
{
  "formula": "H30NO13",
  "method": "ωB97M-V/def2-TZVPD",
  "elements": ["N", "H", "H", "H", "H", "O", "H", "H", "O", "H", "H", "O", "H", "H", "O", "H", "H", "O", "H", "H", "O", "H", "H", "O", "H", "H", "O", "H", "H", "O", "H", "H", "O", "H", "H", "O", "H", "H", "O", "H", "H", "O", "H", "H"],
  "coordinates": [[0.107818, -0.217545, 0.219136], [0.558818, 0.511455, -0.264864], [0.248818, 0.051455, 1.035136], [0.471818, -1.161545, 0.026136], [-0.935182, -0.274545, -0.097864], [-2.090182, -2.791545, -0.568864], [-1.353182, -3.049545, -0.316864], [-2.403182, -3.385545, -1.018864], [-2.738182, -0.285545, 1.240136], [-3.484182, -0.311545, 0.668136], [-2.885182, -0.959545, 1.765136], [0.611818, -3.525545, 1.880136], [0.493818, -4.117545, 1.256136], [-0.281182, -3.098545, 2.148136], [1.798818, -2.302545, -2.024864], [1.669818, -1.384545, -2.315864], [2.477818, -2.215545, -1.403864], [2.103818, -1.500545, 2.981136], [1.523818, -0.586545, 2.864136], [1.541818, -2.186545, 2.646136], [-1.202182, 2.505455, 0.599136], [-1.577182, 2.777455, -0.240864], [-1.954182, 2.541455, 1.354136], [0.082818, 2.735455, -1.909864], [-0.860182, 2.977455, -2.021864], [0.672818, 3.629455, -2.190864], [3.234818, -0.569545, 0.945136], [3.086818, -0.839545, 1.785136], [3.592818, -1.492545, 0.628136], [-2.425182, -0.585545, -2.291864], [-2.483182, -1.331545, -1.647864], [-2.204182, -1.060545, -3.158864], [1.887818, 0.402455, -2.677864], [1.507818, 1.296455, -2.586864], [2.796818, 0.635455, -2.429864], [0.621818, 0.645455, 2.896136], [-0.107182, 1.193455, 3.084136], [1.473818, 1.067455, 3.124136], [-2.492182, 2.182455, -2.361864], [-3.374182, 2.446455, -2.541864], [-2.438182, 1.310455, -2.007864], [1.982818, 3.354455, 0.942136], [1.301818, 2.877455, 1.158136], [1.436818, 4.092455, 0.834136]],
  "forces_ev_per_angstrom": [[-4.245, -4.476, -9.907], [0.970, 0.877, -2.034], [0.854, 2.449, 10.358], [0.720, 0.664, -0.042], [1.982, 0.678, 1.207], [-5.248, 13.357, 3.986], [11.017, -3.521, 3.783], [-5.787, -10.131, -7.762], [1.947, 5.095, -3.543], [-0.999, 0.306, -0.978], [-0.944, -5.394, 4.479], [-1.441, 6.115, 5.413], [-1.109, -4.730, -4.763], [2.153, -1.617, -0.759], [-1.956, 0.038, -0.955], [-0.021, -0.021, -0.310], [1.800, -0.047, 1.459], [-1.393, 3.778, 0.632], [1.765, -4.314, 0.736], [-0.250, -0.783, -0.316], [-1.909, -0.309, 3.406], [-0.470, 0.147, 0.013], [2.383, -0.002, -3.119], [2.619, 3.689, -1.014], [0.517, -0.136, -0.606], [-2.691, -3.674, 1.238], [2.104, -1.516, -6.156], [-1.033, -1.127, 4.865], [-0.735, 2.813, 0.386], [0.421, -1.767, -0.966], [0.131, 0.620, -0.548], [-0.409, 1.250, 1.716], [0.493, 1.194, 0.513], [-0.784, -0.406, -0.232], [0.107, -0.624, -0.150], [1.764, -0.394, -0.692], [-1.156, 1.274, 0.672], [-0.836, 0.531, 0.082], [1.498, 1.567, 0.149], [-1.240, -0.009, -0.141], [-0.442, -1.416, -0.033], [5.898, 2.699, -1.422], [-5.658, -5.808, 2.087], [-0.389, 3.082, -0.731]],
  "total_charge": 1,
  "gap_ev": 10.17,
  "e_above_lowest_ev": 8.893
}



Entry 2:
{
  "formula": "H30O15",
  "method": "ωB97M-V/def2-TZVPD",
  "elements": ["O", "H", "H", "O", "H", "H", "O", "H", "H", "O", "H", "H", "O", "H", "H", "O", "H", "H", "O", "H", "H", "O", "H", "H", "O", "H", "H", "O", "H", "H", "O", "H", "H", "O", "H", "H", "O", "H", "H", "O", "H", "H", "O", "H", "H"],
  "coordinates": [[2.822532, -2.810156, 0.487984], [3.026647, -2.645125, 1.426404], [3.359563, -2.250077, -0.095414], [-2.382443, 2.535307, -3.240450], [-1.782575, 2.115560, -2.558988], [-2.533267, 3.358035, -2.762055], [-0.417019, -0.325447, 2.783877], [0.358456, -0.876245, 2.584966], [-0.208392, 0.218909, 3.560401], [-2.987211, -2.221126, -1.143984], [-2.734918, -2.998663, -1.668186], [-2.517113, -2.516049, -0.337371], [-0.377331, 1.695668, 0.419230], [-0.904443, 1.648196, -0.387417], [-0.988306, 2.108344, 1.043426], [-0.799095, -3.090746, 0.151085], [-0.002791, -2.574162, 0.348850], [-1.285054, -3.218762, 0.969277], [-2.159329, 2.787819, 2.913734], [-2.811890, 2.055795, 2.816284], [-1.483191, 2.168354, 3.261128], [1.291376, -0.589775, 0.530081], [1.341878, -1.059435, -0.311866], [0.716410, 0.142348, 0.229437], [-0.684053, -2.468048, -3.279621], [-1.579644, -2.123506, -2.977481], [-0.269891, -1.632054, -3.474200], [2.595216, -0.254364, 3.513073], [2.796773, -0.885635, 2.762217], [2.480285, -0.822060, 4.329535], [-0.097259, 0.396091, -4.565364], [-0.553675, 1.221227, -4.755254], [0.616103, 0.627152, -3.968223], [-2.713413, 0.370646, -0.358120], [-3.694374, 0.518875, -0.287392], [-2.799861, -0.383826, -0.937389], [0.715113, 1.872210, 4.011292], [1.297858, 2.588178, 4.265835], [1.256698, 1.191936, 3.555799], [3.672147, 0.392120, -0.574458], [3.314084, 0.130244, 0.294895], [3.175897, -0.215735, -1.141623], [1.341368, 1.675161, -1.969035], [1.120493, 2.461260, -1.452468], [2.209599, 1.354960, -1.682413]],
  "forces_ev_per_angstrom": [[-0.368, -0.749, -0.711], [0.319, 0.393, -0.144], [0.210, -0.061, 0.740], [1.275, -0.387, 1.614], [-0.890, -0.008, -1.316], [-0.367, 0.308, -0.359], [-0.507, -0.108, 0.339], [-0.073, 0.450, 0.119], [0.034, -0.646, -0.319], [-0.115, -1.191, 0.044], [-0.302, 0.344, -0.316], [0.168, 0.902, -0.241], [0.097, 0.768, -0.522], [-0.079, -0.347, 0.174], [0.083, -0.191, 0.349], [-0.221, -0.320, -0.177], [-0.117, -0.001, 0.288], [0.548, 0.073, 0.499], [-0.300, -2.217, 0.138], [-0.167, 1.104, -0.296], [0.702, 1.042, 0.053], [-0.641, 0.280, -0.902], [0.391, -0.673, 0.142], [-0.101, 0.352, 0.991], [-2.119, 0.375, 0.700], [1.638, -0.755, -0.434], [0.509, 0.534, -0.427], [-0.160, -0.787, 0.515], [-0.160, 0.427, 0.787], [0.276, 0.527, -1.252], [-0.129, -0.317, -0.230], [-0.047, 0.041, 0.148], [0.187, 0.375, 0.331], [-2.200, 0.816, 0.099], [1.336, 0.401, 0.311], [0.786, -1.024, -0.512], [-0.334, -0.203, -0.172], [0.214, -0.048, -0.021], [0.405, 0.445, 0.214], [-0.085, -0.140, -0.176], [-0.002, 0.290, 0.004], [0.298, -0.095, -0.075], [-0.296, -0.049, -0.665], [0.322, -0.355, 0.193], [-0.018, 0.421, 0.478]],
  "total_charge": -1,
  "gap_ev": [2.59, 10.15],
  "e_above_lowest_ev": 0.087,
  "spin_multiplicity": 2,
  "s2": 0.751
}



Entry 3:
{
  "formula": "H30O15",
  "method": "ωB97M-V/def2-TZVPD",
  "elements": ["O", "H", "H", "O", "H", "H", "O", "H", "H", "O", "H", "H", "O", "H", "H", "O", "H", "H", "O", "H", "H", "O", "H", "H", "O", "H", "H", "O", "H", "H", "O", "H", "H", "O", "H", "H", "O", "H", "H", "O", "H", "H", "O", "H", "H"],
  "coordinates": [[-2.772044, 0.366844, -3.054533], [-2.343044, 0.577844, -2.209533], [-3.759044, 0.552844, -2.983533], [-2.686044, 0.076844, 1.484467], [-3.573044, 0.298844, 1.143467], [-2.968044, -0.412156, 2.255467], [0.850956, -0.465156, -2.517533], [0.365956, 0.260844, -2.933533], [1.791956, -0.251156, -2.614533], [-0.683044, 2.969844, 1.665467], [0.158956, 3.342844, 1.431467], [-0.553044, 2.022844, 1.431467], [0.420956, 0.435844, 0.388467], [0.051956, 0.399844, -0.475533], [0.196956, -0.384156, 0.820467], [2.875956, 1.199844, -0.592533], [3.634956, 1.288844, -0.038533], [2.257956, 0.563844, -0.242533], [-1.910044, 1.459844, -0.827533], [-2.557044, 2.152844, -0.715533], [-2.130044, 0.845844, -0.102533], [-1.525044, -1.711156, -0.738533], [-1.668044, -2.519156, -0.262533], [-2.426044, -1.381156, -0.805533], [2.424956, 0.938844, 2.829467], [2.385956, 0.134844, 2.312467], [1.886956, 0.861844, 3.588467], [1.448956, -2.741156, -0.676533], [0.946956, -3.089156, 0.052467], [0.891956, -2.075156, -1.031533], [0.992956, -3.921156, 1.703467], [0.446956, -3.150156, 1.891467], [0.527956, -4.727156, 1.977467], [-0.262044, 2.013844, -3.445533], [-1.196044, 2.238844, -3.411533], [0.042956, 2.402844, -2.592533], [-0.372044, -1.610156, 1.952467], [-0.324044, -0.876156, 2.629467], [-1.291044, -1.652156, 1.673467], [0.648956, 2.837844, -0.962533], [1.324956, 2.211844, -0.668533], [-0.087044, 2.685844, -0.419533], [2.699956, -1.183156, 1.306467], [2.190956, -1.655156, 0.610467], [3.617956, -1.338156, 1.174467]],
  "forces_ev_per_angstrom": [[-2.138, -0.120, -0.547], [-0.330, 0.306, -0.150], [2.124, -0.309, 0.084], [-1.270, 0.020, -0.240], [0.416, 0.197, -0.077], [0.254, -0.235, 0.748], [0.413, -0.311, 0.406], [-0.102, 0.352, -0.327], [-0.378, 0.073, -0.003], [-0.653, -1.170, -0.064], [0.719, 0.464, -0.005], [0.008, 0.625, 0.269], [0.575, 0.866, 1.115], [-0.471, -0.301, -1.453], [-0.109, -0.649, -0.004], [-0.176, 0.642, -1.624], [0.412, -0.115, 0.793], [-0.097, -0.576, 0.851], [-0.295, -0.594, 0.717], [-0.189, 0.665, -0.083], [0.668, 0.288, -0.163], [-0.235, 0.461, 0.068], [0.186, -1.002, 0.162], [-0.044, 0.245, -0.470], [0.863, 1.327, -0.600], [-0.091, -0.733, -0.308], [-0.781, -0.249, 1.171], [1.025, -0.176, 0.233], [-0.069, -0.974, 0.555], [-0.882, 1.279, -1.325], [0.060, -0.891, -0.045], [-0.182, -0.001, 0.619], [0.106, 0.543, -0.076], [0.035, 0.346, 0.602], [-0.236, -0.353, -0.435], [0.398, -0.117, -0.281], [0.023, 1.043, 1.548], [-0.028, -1.245, -0.929], [-0.086, 0.287, -0.208], [1.423, 0.737, -1.339], [0.516, 0.156, -0.068], [-1.709, -0.295, 1.109], [-1.347, 0.059, 0.115], [0.661, -0.137, -0.026], [1.011, -0.429, -0.313]],
  "gap_ev": 9.46,
  "e_above_lowest_ev": 1.407
}